An isolated ion of composition C5H9N2O and charge -1, computed with wB97M-V/def2-TZVPD.

Last columns: bonded neighbours and bond lengths (Å).
Cartesian coordinates (Å):
1 C 0.144 -0.379 -0.111  C2 1.443, N6 1.423, H9 1.087
2 C 1.165 0.637 -0.027  C1 1.443, C3 1.346, C4 1.526
3 C 1.010 1.974 0.006  C2 1.346, H10 1.037, H11 1.127
4 C 2.568 0.051 -0.147  C2 1.526, H12 1.077, H13 1.109, H14 1.075
5 C -2.033 -1.537 0.004  N6 1.524, H15 1.022, H16 1.060, H17 1.026
6 N -1.268 -0.219 -0.044  C1 1.423, C5 1.524, N7 1.333
7 N -2.001 0.838 0.308  N6 1.333, O8 1.281
8 O -3.258 0.604 0.395  N7 1.281
9 H 0.416 -1.427 -0.215  C1 1.087
10 H 1.743 2.685 -0.178  C3 1.037
11 H 0.054 2.375 0.449  C3 1.127
12 H 3.194 0.926 -0.107  C4 1.077
13 H 2.506 -0.568 -1.065  C4 1.109
14 H 2.718 -0.534 0.742  C4 1.075
15 H -2.214 -1.923 0.932  C5 1.022
16 H -2.995 -1.218 -0.306  C5 1.060
17 H -1.748 -2.286 -0.636  C5 1.026

Results
- Multiplicity: 3
- Total energy: -10353.13685 eV
- ΔE to the lowest compared entry with this formula, charge and spin: 0.0 kJ/mol
- ⟨S²⟩: 2.02
- Net charge: -1